No. 1
The following is a quantum chemistry calculation of a 2-piece molecular cluster, C5H14 overall, from the Open Molecules 2025 dataset.

Output
- E_tot: -5410.5296 eV
- HOMO energy: -10.76 eV
- Energy relative to the best compared isomer or geometry (same formula, charge and spin): 146.7 kJ/mol
- 2S+1: 1
- Charge: 0
- Max |F|: 4.70 eV/Å
- Gap between HOMO and LUMO: 11.85 eV

The geometry in XYZ format:
```
19
Properties=species:S:1:pos:R:3:forces:R:3
C 2.16765 1.84518 -0.04261 0.580 -2.415 -1.645
C 1.81612 0.31847 0.35713 1.484 2.034 -1.740
H 3.06104 2.08220 0.48344 0.927 0.296 0.252
H 2.41032 1.83415 -1.14126 -0.194 0.277 1.032
H 1.53282 2.66865 0.13008 -1.448 0.435 0.359
H 0.89687 0.17237 0.86880 -1.041 -0.355 -0.401
H 2.54756 0.10099 1.06898 1.186 -0.560 1.408
H 2.14226 -0.31531 -0.51359 -1.318 0.334 0.853
C -1.98994 -0.45486 -0.20289 -0.868 2.085 1.153
C -0.92928 -0.66694 -1.31080 -0.356 0.805 0.409
C -1.74803 -1.20423 1.16525 -0.839 -3.176 -3.362
H -2.05240 0.66907 0.09156 0.091 -1.617 -0.839
H -2.98814 -0.70143 -0.62150 0.480 0.055 0.519
H -0.19550 0.10771 -1.21930 0.590 0.457 0.297
H -2.15903 -0.82868 2.07226 -0.901 0.421 0.299
H -2.12654 -2.32931 0.90351 0.854 2.452 1.265
H -1.31917 -0.42521 -2.34426 0.198 -1.296 1.034
H -0.36433 -1.58283 -1.07753 -0.477 -0.097 -1.014
H -0.70231 -1.28999 1.33273 1.053 -0.136 0.121
```
Forces are in eV/Å.

Atom charges from the natural (NBO) analysis, given in e for atoms 1 to 5: -0.62, -0.62, 0.20, 0.20, 0.21

---

No. 2
The following is a quantum chemistry calculation of an isolated ion of composition C3H5N4O6 and charge -1, from the Open Molecules 2025 dataset.

Output
- E_tot: -21428.4680 eV
- HOMO energy: -4.58 eV
- Energy relative to the best compared isomer or geometry (same formula, charge and spin): 43.7 kJ/mol
- 2S+1: 1
- Charge: -1
- Max |F|: 4.09 eV/Å
- Gap between HOMO and LUMO: 6.37 eV

The geometry in XYZ format:
```
18
Properties=species:S:1:pos:R:3:forces:R:3
C 1.82953 -1.81171 1.56121 0.056 1.900 -0.191
C -1.12010 1.45677 -0.26500 -0.399 3.198 2.520
C 0.65836 -1.45645 0.68639 1.703 1.303 0.565
N -0.56204 1.93502 -1.43544 1.670 -0.638 -1.700
N 0.33890 -2.31270 -0.36420 -1.449 -1.035 -0.906
N 0.19110 -0.22880 0.79494 -1.156 1.332 1.265
N -1.27950 2.82799 -2.03460 -1.248 -0.849 -0.261
O -2.28778 3.30808 -1.41914 0.424 0.406 -0.469
O 1.06029 -3.30623 -0.42056 0.151 -0.247 -0.347
O -0.64630 -2.14937 -1.07093 0.616 -0.037 0.145
O 0.50303 0.56613 1.70502 0.403 -0.725 -0.902
O -0.89624 0.11071 0.05702 0.551 -2.077 -0.896
O -1.05525 3.10947 -3.24230 0.232 0.255 1.080
H 2.14459 -0.74944 1.98513 -0.523 -2.833 -0.086
H 2.64277 -2.24725 0.97079 -0.242 0.291 0.003
H 1.45998 -2.62617 2.19184 0.489 0.526 0.761
H -0.78837 2.09343 0.62256 -0.621 -0.845 -0.764
H -2.19298 1.48053 -0.32274 -0.659 0.077 0.184
```
Forces are in eV/Å.

Atom charges from the natural (NBO) analysis, given in e for atoms 1 to 5: -0.67, 0.03, 0.16, -0.47, 0.49

---

No. 3
The following is a quantum chemistry calculation of a 6-piece molecular cluster, C27H66N3O15P3 overall, from the Open Molecules 2025 dataset.

Output
- E_tot: -92124.8810 eV
- HOMO energy: -8.81 eV
- Energy relative to the best compared isomer or geometry (same formula, charge and spin): 307.1 kJ/mol
- 2S+1: 1
- Charge: 0
- Max |F|: 3.50 eV/Å
- Gap between HOMO and LUMO: 9.38 eV

The geometry in XYZ format:
```
114
Properties=species:S:1:pos:R:3:forces:R:3
C 13.01223 16.66143 9.70287 -0.083 -0.568 -0.888
O 13.77850 16.37751 10.59915 0.007 -0.278 -0.101
N 12.44501 15.78220 8.80554 -0.223 0.427 0.168
C 11.54752 16.29070 7.75469 -0.190 0.251 0.269
C 12.71376 14.34854 8.79396 -0.446 -2.130 -0.409
H 12.75334 17.71278 9.48459 -0.230 -0.150 0.050
H 10.60370 15.71737 7.66771 0.492 0.171 0.445
H 12.02393 16.22102 6.78610 0.238 0.019 -0.331
H 11.28309 17.35573 7.92323 0.271 -0.686 0.081
H 11.81606 13.80048 8.26381 1.866 1.154 0.884
H 13.70028 14.00136 8.32862 -1.288 0.966 0.070
H 12.77051 13.86697 9.79356 -0.356 0.840 -0.260
C 14.33710 13.80040 12.96581 1.770 0.074 0.690
O 15.31965 13.13466 13.39366 -1.945 0.865 -0.562
N 13.33422 14.30314 13.69717 1.053 -1.511 2.333
C 12.39956 15.33544 13.33830 1.626 -0.002 -0.831
C 13.40586 14.03168 15.13883 2.072 0.048 0.109
H 14.31036 14.11788 11.92942 -0.216 0.062 -0.536
H 12.77608 15.67710 12.36017 -0.837 0.347 0.374
H 12.53954 16.09498 14.11902 -0.638 0.054 -0.562
H 11.44477 14.85831 13.28528 -0.931 0.341 -0.040
H 13.93574 13.10956 15.31919 -0.086 -0.642 -0.260
H 14.09700 14.73188 15.67118 -0.694 0.154 -0.506
H 12.48455 13.98773 15.66712 -1.070 0.220 -0.077
C 17.85466 18.20166 13.40829 -1.188 0.750 0.133
O 18.03795 19.36971 13.68190 0.531 0.194 0.682
N 17.40713 17.22965 14.21711 0.622 -0.259 2.003
C 17.10669 17.50799 15.64758 -1.697 0.278 -1.847
C 16.85553 16.05014 13.61833 0.490 -1.873 0.073
H 17.84701 17.90099 12.38063 0.417 -0.609 -1.051
H 16.11653 18.04695 15.58513 0.761 -0.834 0.947
H 17.79493 18.14954 16.10359 1.200 1.400 0.053
H 17.16903 16.63734 16.29147 -0.666 -0.494 -0.459
H 15.93654 16.19772 13.11840 -1.183 0.734 -0.818
H 17.56057 15.65318 12.86690 -0.302 -0.087 0.430
H 16.55472 15.23356 14.32150 0.974 0.746 -0.171
C 10.91844 10.83476 15.88213 -1.700 -2.246 -1.125
C 10.76361 10.30646 14.43504 1.309 0.425 1.520
O 10.56960 11.38542 13.55015 -0.458 0.341 0.118
P 10.75362 11.40255 11.99271 -1.405 0.053 0.202
O 10.88140 12.78279 11.54439 -0.204 0.538 -0.569
O 11.96155 10.49484 11.66814 0.849 -1.198 -0.794
C 13.22963 10.81611 12.20825 1.010 2.433 1.287
C 14.32185 10.17154 11.41251 1.455 1.778 0.729
O 9.56606 10.49808 11.41826 0.597 0.953 -0.519
C 9.46857 10.33521 9.92775 0.223 0.783 2.059
C 8.00669 10.11669 9.70048 -0.332 -0.381 -0.769
H 10.87399 9.92568 16.53554 -0.117 1.029 -0.223
H 11.81302 11.33464 16.05470 1.752 0.758 0.104
H 10.11183 11.52163 16.02121 -0.708 0.283 0.658
H 11.66629 9.79037 14.22040 1.091 -0.378 -0.569
H 10.04425 9.53700 14.35463 -1.504 -0.378 -0.133
H 13.42602 11.94433 12.23067 -0.687 -1.571 -0.518
H 13.16818 10.59681 13.26699 0.534 -0.481 0.262
H 14.04966 10.46569 10.42163 0.297 -0.312 -1.056
H 15.36081 10.62798 11.64624 -1.816 -0.627 -0.202
H 14.37168 9.12489 11.54889 -0.035 -1.203 -0.116
H 9.81451 11.27565 9.41797 -0.200 -0.903 0.510
H 10.14341 9.50734 9.73814 -0.158 -0.140 -0.497
H 7.43923 9.48100 10.40736 1.010 -0.577 -0.634
H 7.48216 11.02586 9.88108 -0.183 1.167 -0.282
H 7.92560 9.86198 8.62897 -0.614 -0.230 0.516
C 10.47093 16.10715 17.77428 2.749 2.143 0.296
C 10.32280 17.46657 17.03756 0.147 -1.297 -0.354
O 10.56510 17.23926 15.62602 -0.499 -1.472 0.834
P 10.75351 18.40737 14.63570 0.294 1.310 -0.517
O 10.19291 19.70188 15.04678 -0.333 -0.243 -0.234
O 12.32123 18.42559 14.50549 0.713 0.635 -1.095
C 13.04462 19.63105 14.05201 0.936 -0.788 -0.348
C 13.73802 20.12314 15.29045 1.252 -0.881 1.320
O 10.28803 17.78552 13.25993 0.870 0.455 0.062
C 8.95031 17.50523 12.90309 -0.672 -1.178 0.875
C 8.66893 15.99650 13.05938 -1.045 0.542 -1.107
H 10.00614 15.22835 17.45567 -1.556 -0.827 -0.848
H 11.53755 15.84459 17.70353 -0.061 0.068 0.056
H 10.32136 16.29003 18.82903 -0.376 -0.085 0.324
H 9.27651 17.76677 17.08673 0.310 0.749 0.406
H 11.11571 18.19308 17.35814 -1.229 -0.481 0.228
H 13.83021 19.34267 13.27346 -1.218 -0.051 1.015
H 12.38181 20.35400 13.57144 -0.164 -0.141 0.330
H 14.36632 19.27908 15.73894 -1.064 0.862 -0.601
H 14.48228 20.88847 15.14884 0.132 0.528 -0.580
H 13.07870 20.48339 16.08310 -0.272 -0.164 -0.265
H 8.23550 18.09004 13.48960 0.207 0.041 0.167
H 8.83532 17.82066 11.88534 -0.054 0.024 -0.635
H 8.87506 15.55590 14.00971 0.114 0.241 0.942
H 7.60764 15.81228 12.81124 0.288 0.130 0.245
H 9.21320 15.39284 12.35643 0.525 -0.054 -0.529
C 14.65432 5.96317 17.71746 0.024 1.888 2.246
C 13.73029 7.08580 17.32967 -1.592 -0.089 -2.055
O 14.48410 7.99002 16.45543 -0.113 0.259 0.246
P 14.89694 9.45749 16.92055 -0.134 -0.431 -1.082
O 13.89332 10.12885 17.74601 0.016 0.503 -0.213
O 16.26545 9.17605 17.68431 0.157 1.431 -0.214
C 16.85988 10.29784 18.47752 0.240 -1.034 0.238
C 16.80997 9.79723 19.91316 0.970 0.646 -0.983
O 15.23130 10.18190 15.49574 -0.700 -0.859 1.415
C 16.15851 9.53623 14.59637 0.730 -0.920 0.728
C 17.25941 10.49485 14.32528 1.990 0.844 0.484
H 14.08064 5.23960 18.29496 0.310 -0.254 -0.061
H 15.09133 5.58436 16.83417 0.367 -0.712 -0.849
H 15.44772 6.43919 18.33295 -0.227 -0.765 -0.132
H 12.99480 6.58133 16.61896 0.480 1.026 0.830
H 13.12658 7.69315 18.06509 1.070 -0.865 -0.377
H 17.88901 10.35144 18.11504 -0.166 0.208 0.002
H 16.37540 11.28764 18.38039 -0.167 -0.791 -0.377
H 15.84117 9.46135 20.10766 -1.658 -0.354 0.496
H 17.47635 8.97788 20.06295 0.532 -0.702 -0.087
H 17.09892 10.55145 20.60934 0.078 0.737 0.519
H 16.55600 8.62945 15.10021 -0.104 0.472 -0.272
H 15.70865 9.15473 13.68978 -0.765 0.341 -0.104
H 17.93085 10.58334 15.20932 -0.191 -0.427 -0.528
H 17.87249 10.34695 13.43031 -0.067 -0.817 0.191
H 16.98531 11.51448 14.17945 -1.203 0.712 -0.093
```
Forces are in eV/Å.

Atom charges from the Mulliken analysis, given in e for atoms 1 to 5: -0.02, -0.61, 0.25, -1.00, -0.40

---

No. 4
The following is a quantum chemistry calculation of one molecule with the formula C4H5NO2, from the Open Molecules 2025 dataset.

Output
- E_tot: -9812.3226 eV
- HOMO energy: -10.23 eV
- Energy relative to the best compared isomer or geometry (same formula, charge and spin): 192.2 kJ/mol
- 2S+1: 1
- Charge: 0
- Max |F|: 0.53 eV/Å
- Gap between HOMO and LUMO: 10.84 eV

The geometry in XYZ format:
```
12
Properties=species:S:1:pos:R:3:forces:R:3
O 2.75531 -0.17693 -0.58233 -0.522 -0.061 -0.003
C 1.55118 -0.24144 -0.56723 0.240 0.048 0.052
C 0.72874 0.41008 0.50047 0.246 -0.006 0.081
C -0.50222 1.13839 0.06003 -0.137 0.238 -0.133
N -0.61500 -0.07603 0.81063 -0.299 -0.024 -0.089
C -1.31403 -1.12937 0.20539 -0.185 0.000 -0.325
O -2.05465 -0.96642 -0.73453 0.195 -0.217 0.408
H 0.98486 -0.76937 -1.36451 0.028 0.057 0.093
H 1.30598 0.79397 1.33760 -0.101 -0.152 -0.057
H -0.77816 1.08005 -0.99208 0.067 0.025 0.168
H -0.82644 2.02719 0.59001 0.233 0.021 -0.098
H -1.23557 -2.09011 0.73655 0.233 0.071 -0.097
```
Forces are in eV/Å.

Atom charges from the natural (NBO) analysis, given in e for atoms 1 to 5: -0.49, 0.41, -0.16, -0.23, -0.44

---

No. 5
The following is a quantum chemistry calculation of C12H16Cl3N3O4OsSSi as an isolated structure, from the Open Molecules 2025 dataset.

Output
- E_tot: -84101.7391 eV
- HOMO energy: -13.92 eV
- 2S+1: 1
- Charge: +2
- Max |F|: 0.47 eV/Å
- Gap between HOMO and LUMO: 6.15 eV

The geometry in XYZ format:
```
41
Properties=species:S:1:pos:R:3:forces:R:3
Os 0.70799 0.06445 -0.10339 0.177 -0.187 -0.212
C 1.60125 1.78117 3.12538 -0.043 -0.031 0.017
C 2.36573 0.57819 2.80467 0.095 0.261 -0.120
C 3.43887 0.03188 3.64003 0.041 0.023 -0.032
O 2.11038 0.03680 1.66689 -0.190 -0.424 0.086
C -1.87307 -0.53206 2.27580 -0.041 0.025 0.030
O -2.22335 -0.91476 3.29982 0.009 -0.012 -0.024
O -1.50492 -0.13756 1.23788 0.072 0.059 0.036
H 2.25730 2.63606 2.90154 0.024 -0.016 0.001
H 1.37661 1.83255 4.18989 -0.011 -0.005 0.002
H 0.71543 1.87136 2.49879 0.004 0.010 0.003
H 4.34507 0.61237 3.41006 -0.010 0.016 0.003
H 3.64666 -1.01674 3.42844 0.003 0.001 0.001
H 3.22655 0.18532 4.69642 -0.006 -0.009 0.004
H 2.68313 -0.72327 1.42465 0.032 0.014 0.088
Cl 1.28977 2.38957 -0.66263 -0.019 0.470 0.047
Si 2.47841 0.67885 -1.30997 -0.079 -0.305 0.038
Cl 2.74839 0.70775 -3.30596 -0.041 0.045 -0.009
Cl 4.34690 0.76449 -0.45265 -0.011 0.078 0.034
S -1.35678 -0.69659 -4.09246 0.005 0.004 0.002
C -0.30296 -0.84436 -2.77483 -0.011 -0.021 0.031
N -0.50640 -0.02781 -1.77031 0.049 0.025 -0.021
C -1.58593 0.83006 -2.03584 -0.010 -0.013 0.005
C -2.07616 1.84460 -1.20987 0.003 -0.019 -0.001
C -3.14911 2.58365 -1.65388 -0.002 0.003 0.004
C -3.74289 2.33309 -2.90011 0.003 0.003 -0.003
C -3.26741 1.33929 -3.72507 0.002 0.003 0.001
C -2.17892 0.59120 -3.27664 -0.006 -0.009 -0.001
H 0.49812 -1.56831 -2.77000 0.008 0.002 -0.004
H -1.61404 2.04966 -0.25501 -0.012 0.002 0.008
H -3.54064 3.37882 -1.03435 0.001 0.000 0.000
H -4.58212 2.93496 -3.21987 -0.002 -0.002 0.001
H -3.71708 1.14854 -4.68972 0.000 -0.001 0.000
N 0.38011 -4.20588 0.40831 -0.016 0.011 0.026
C -0.04905 -2.96386 0.16529 -0.008 -0.022 0.007
N -1.28970 -2.79332 -0.30994 0.000 0.007 0.008
O 0.72338 -1.99218 0.40736 -0.017 0.014 -0.005
H -0.20748 -5.01425 0.29804 0.003 -0.002 -0.011
H 1.32185 -4.34093 0.73149 0.004 0.004 -0.001
H -1.88183 -3.57072 -0.54800 0.000 0.002 -0.014
H -1.61209 -1.86206 -0.51025 -0.001 -0.004 -0.024
```
Forces are in eV/Å.

Atom charges from the natural (NBO) analysis, given in e for atoms 1 to 5: 0.24, -0.74, 0.75, -0.75, -0.56